131
Properties=species:S:1:pos:R:3:forces:R:3:lowdin_charge:R:1 method="wB97M-V/def2-TZVPD" e_tot_ev=-268805.92817 gap_ev="4.227 / 4.226" e_lumo_ev="-9.4 / -9.4" molar_mass_g_mol=1207.13 charge=+3 spin_multiplicity=1
Sn 1.33030 2.11059 0.43560 0.2 0.8 0.4 1.349
N 4.50742 0.25521 1.56402 0.0 0.2 -0.1 0.162
C 4.67408 1.37596 0.84862 0.2 -0.2 0.0 -0.683
N 3.69200 2.18616 0.49386 -0.7 -0.1 0.2 -0.080
C 4.16757 3.28226 -0.22559 0.4 0.0 0.0 -0.353
C 5.49953 3.27771 -0.43594 -0.1 -0.1 -0.1 -0.297
S 6.22818 1.88948 0.28681 -0.2 -0.1 0.0 1.137
C 3.23090 4.36748 -0.47422 0.1 0.4 -0.3 -0.366
C 3.43447 5.49412 -1.18523 0.0 -0.1 0.0 -0.300
S 2.17852 6.63966 -0.89021 -0.1 -0.1 0.2 1.154
C 1.44321 5.52775 0.21549 -0.1 0.2 -0.1 -0.662
N 2.05022 4.35312 0.27273 -0.1 -0.6 0.2 -0.079
N 0.36162 5.84771 0.93419 0.2 0.0 0.0 0.146
H 5.29614 -0.31099 1.82462 0.0 0.0 0.0 0.124
H 3.59234 -0.01945 1.88913 0.0 -0.1 0.0 0.076
H 6.10700 4.00510 -0.94739 0.0 0.1 0.1 0.098
H 4.25220 5.73759 -1.84284 0.0 0.0 0.0 0.098
H 0.03058 5.22061 1.64913 0.0 0.0 0.0 0.087
H 0.05762 6.80639 0.98229 -0.1 0.0 0.0 0.129
C -3.34699 5.70654 1.81849 0.1 0.0 0.0 -0.162
C -2.67062 4.35254 2.03018 0.1 -0.2 -0.5 -0.377
Ge -2.54031 3.39646 0.26943 -0.2 0.2 -0.1 0.842
C -1.84561 4.58379 -1.20373 -0.1 -0.4 0.4 -0.377
C -2.99959 5.04003 -2.09689 0.1 0.0 0.0 -0.164
C -4.35476 2.81323 -0.19491 0.2 0.0 0.0 -0.233
C -4.40957 1.46906 -0.23680 0.6 -0.1 0.2 -0.348
Ge -2.49557 0.89779 -0.09370 0.2 0.3 -0.2 0.909
C -1.67638 0.70055 -1.92499 -0.3 0.0 0.3 -0.382
C -2.62891 0.11286 -2.96689 0.1 0.0 0.1 -0.161
C -1.84235 -0.58185 1.11783 -0.4 0.4 -0.2 -0.359
C -2.97406 -1.43778 1.68529 0.1 0.0 0.1 -0.152
C -5.59605 0.62149 -0.34729 -0.4 -0.3 -0.1 -0.249
C -6.86793 1.11518 -0.03557 0.2 0.0 -0.1 -0.023
C -7.98085 0.29801 -0.11039 -0.1 -0.1 0.0 -0.056
C -7.84720 -1.03456 -0.47857 0.0 0.0 0.0 -0.062
C -6.59474 -1.53787 -0.80188 -0.1 -0.1 0.0 -0.068
C -5.48468 -0.71500 -0.73575 0.1 0.2 0.0 -0.068
H -3.45435 6.24550 2.76012 0.0 0.0 0.0 0.079
H -4.34285 5.56508 1.39830 0.0 0.1 0.0 0.074
H -2.78389 6.33887 1.12811 0.0 0.0 0.0 0.057
H -3.29017 3.72601 2.67443 0.1 -0.1 0.1 0.066
H -1.69902 4.46480 2.52292 0.0 0.0 0.1 0.016
H -1.10719 4.02653 -1.78968 0.0 0.1 0.0 0.037
H -1.34563 5.44562 -0.77163 0.1 0.0 0.0 0.018
H -3.44037 4.19703 -2.62893 -0.1 0.0 0.0 0.069
H -2.65345 5.76650 -2.83293 0.0 0.0 0.0 0.078
H -3.78439 5.51296 -1.50545 0.0 0.0 -0.1 0.068
H -5.22275 3.44421 -0.36713 -0.1 0.0 0.0 0.072
H -0.76278 0.09548 -1.83932 0.0 0.1 0.0 -0.011
H -1.36717 1.69982 -2.24281 0.0 0.0 0.0 0.038
H -2.93944 -0.89927 -2.70277 -0.1 0.1 -0.1 0.039
H -2.15658 0.07631 -3.95034 -0.1 0.0 -0.1 0.074
H -3.52949 0.72199 -3.04783 0.0 0.0 0.0 0.078
H -1.28646 -0.12777 1.94093 0.0 0.0 0.0 0.010
H -1.13183 -1.19344 0.55434 0.0 0.1 0.0 0.018
H -3.66395 -0.83530 2.27650 0.0 0.0 0.0 0.082
H -2.57841 -2.22703 2.32702 0.0 0.0 0.0 0.080
H -3.55576 -1.90299 0.89134 -0.1 0.0 0.1 0.035
H -6.97654 2.14529 0.27708 0.0 0.0 0.0 0.111
H -8.95830 0.69375 0.13012 0.0 0.0 0.0 0.115
H -8.71491 -1.67930 -0.50449 0.0 0.0 0.0 0.113
H -6.49115 -2.57429 -1.09545 0.0 0.0 0.0 0.108
H -4.50497 -1.09996 -1.00373 0.0 0.0 0.0 0.073
N 1.20012 2.71358 7.87128 0.0 0.0 0.0 0.204
C 0.20754 2.45896 6.99759 0.1 0.1 0.1 -0.485
O -0.92678 2.18766 7.31584 0.0 0.0 -0.1 0.104
C 0.55564 2.52066 5.51653 -0.1 -0.1 -0.3 -0.070
C 1.77110 2.92195 4.96912 -0.1 0.0 0.1 0.029
C 1.93371 2.88556 3.59751 0.2 0.1 -0.1 -0.111
N 0.95757 2.49915 2.76547 0.3 0.0 -0.4 -0.107
C -0.22986 2.15184 3.28733 -0.1 -0.1 -0.1 -0.152
C -0.46046 2.13765 4.64351 0.1 0.1 0.2 0.047
H 0.97013 2.69704 8.85302 0.0 0.0 0.0 0.136
H 2.14718 2.91339 7.61138 0.0 0.0 0.0 0.099
H 2.58855 3.27369 5.58216 0.1 0.0 0.0 0.122
H 2.86810 3.17361 3.12921 0.0 0.0 0.1 0.114
H -1.00655 1.88438 2.57796 0.0 0.0 0.0 0.066
H -1.41625 1.84614 5.05840 0.0 0.0 0.0 0.140
C 5.09416 -3.40424 -5.97955 0.0 0.0 0.0 -0.015
C 4.10780 -2.81820 -5.02167 -0.1 0.0 0.1 -0.216
C 2.73902 -3.03952 -5.16315 0.0 0.0 0.0 0.023
C 1.82760 -2.58336 -4.22759 -0.2 -0.1 0.0 -0.275
C 0.35753 -2.83700 -4.42291 0.1 -0.1 0.1 -0.036
C 2.32667 -1.91065 -3.09817 -0.5 0.3 0.0 -0.253
As 1.13913 -2.02738 -1.58268 1.0 -0.9 0.6 1.492
N 1.66032 -1.16056 -0.17891 0.1 0.2 -1.1 -0.167
C 1.82020 -1.71608 1.07992 -0.1 -0.4 0.5 -0.404
C 2.56612 -2.89438 1.25290 -0.1 0.1 -0.2 -0.019
C 2.89167 -3.35282 2.51536 0.0 -0.1 0.1 -0.039
C 2.44611 -2.67890 3.64581 0.0 0.0 -0.1 -0.041
C 1.70978 -1.50873 3.49359 0.0 0.0 0.1 -0.055
C 1.41556 -1.02368 2.23254 -0.1 0.1 -0.3 -0.098
C 0.51489 -3.85232 -1.24815 -0.1 0.3 -0.2 -0.249
C -0.85007 -3.99670 -0.97211 -0.1 0.1 0.0 -0.267
C -1.86756 -2.95947 -1.36338 0.2 -0.2 0.1 -0.058
C -1.29249 -5.19592 -0.43255 0.1 0.0 0.0 0.018
C -0.42019 -6.25413 -0.20225 0.0 0.1 -0.1 -0.224
C -0.88975 -7.52013 0.44401 0.0 0.0 -0.1 -0.020
C 0.89945 -6.11946 -0.62809 0.0 0.1 0.0 0.013
C 1.39565 -4.94253 -1.17200 0.1 -0.1 -0.1 -0.273
C 2.79911 -4.96767 -1.72100 -0.1 0.1 0.1 -0.036
C 3.67464 -1.52540 -3.00013 0.1 0.1 0.2 -0.266
C 4.24235 -0.64458 -1.92395 0.0 0.0 0.0 -0.050
C 4.54098 -2.02307 -3.95995 -0.1 0.0 0.0 0.011
H 4.60292 -3.92243 -6.79924 0.0 0.0 0.0 0.090
H 5.73198 -4.11880 -5.45536 0.0 0.0 0.0 0.102
H 5.74780 -2.63340 -6.38853 0.0 0.0 0.0 0.100
H 2.37720 -3.58942 -6.02325 0.0 0.0 0.0 0.137
H 0.12570 -2.91112 -5.48327 0.0 0.1 0.0 0.104
H -0.24464 -2.03002 -3.99850 -0.1 0.0 -0.1 0.064
H 0.06130 -3.78217 -3.95990 0.0 0.0 0.0 0.093
H 2.93332 -3.40667 0.37465 0.0 0.0 0.0 0.091
H 3.49024 -4.24841 2.61692 0.0 0.0 0.0 0.123
H 2.66743 -3.05933 4.63312 0.0 0.0 0.0 0.121
H 1.34880 -0.97591 4.36432 0.0 0.0 0.0 0.115
H 0.80825 -0.13281 2.12258 0.0 -0.1 0.0 0.031
H -1.40898 -1.97601 -1.50990 -0.2 0.0 0.0 0.007
H -2.66034 -2.88212 -0.62057 0.1 0.1 0.0 0.071
H -2.33304 -3.25609 -2.30584 0.0 0.1 -0.1 0.110
H -2.34533 -5.30985 -0.20409 0.0 0.0 0.0 0.134
H -1.94711 -7.46911 0.69158 0.0 0.0 0.0 0.086
H -0.32499 -7.70939 1.35764 0.0 0.0 0.0 0.097
H -0.72617 -8.37158 -0.21729 0.0 0.0 0.0 0.099
H 1.57918 -6.95861 -0.53072 0.0 0.0 0.0 0.138
H 3.45638 -5.54415 -1.07054 0.0 0.0 0.0 0.096
H 3.23233 -3.98120 -1.87229 0.1 0.0 0.0 0.049
H 2.78262 -5.46822 -2.69132 0.1 0.0 0.0 0.105
H 3.46185 -0.19647 -1.31826 0.0 0.0 0.1 0.026
H 4.83015 0.14862 -2.38781 0.0 0.0 0.0 0.095
H 4.91445 -1.21568 -1.27963 0.0 0.0 0.0 0.097
H 5.59429 -1.78137 -3.87432 0.0 0.0 0.0 0.140